The following is a quantum chemistry calculation of a 7-piece molecular cluster, C25H53N2O22S2 overall in a non-equilibrium geometry, from the Open Molecules 2025 dataset.

HOMO energy: -6.1 eV
net charge: -1
calculated total energy: -3545.398232 Eh
LUMO energy: 2.1 eV
max |F|: 6.00 eV/A

Last column: Mulliken charge in e.
Atoms and positions in Å:
C1 3.5092 -7.0450 -0.8716  -0.805
C2 4.1028 -6.3021 -2.2064  -0.413
C3 3.9063 -4.6707 -2.2373  -0.649
C4 2.5369 -4.1703 -1.4704  -0.114
C5 2.2514 -2.5319 -1.6472  -0.848
S1 0.4079 -2.1997 -1.4769  1.213
O1 -0.0469 -1.5329 -2.8146  -0.788
O2 0.2268 -1.2024 -0.2686  -0.675
N1 -0.5404 -3.6166 -1.0906  -0.469
S2 -1.8210 -3.8921 -2.2460  0.910
O3 -1.3228 -4.2396 -3.6865  -0.664
O4 -2.8245 -2.6955 -2.3845  -0.667
C6 -2.8371 -5.3522 -1.5549  -0.558
C7 -4.3802 -5.3518 -2.1938  -0.251
N2 -5.3455 -4.8666 -1.0943  -0.729
H1 3.3549 -6.3538 0.0599  0.231
H2 4.3073 -7.8746 -0.5599  0.272
H3 2.5170 -7.6036 -1.1421  0.203
H4 3.5207 -6.7208 -3.1604  0.228
H5 5.2427 -6.5484 -2.3299  0.321
H6 4.8814 -4.0676 -1.9080  0.260
H7 3.7553 -4.3823 -3.3861  0.218
H8 1.6517 -4.8174 -1.9401  0.205
H9 2.6132 -4.3360 -0.3022  0.199
H10 2.7090 -2.1992 -2.6714  0.415
H11 2.8220 -2.0276 -0.7454  0.299
H12 -2.3726 -6.4037 -1.8605  0.264
H13 -2.9958 -5.2622 -0.3830  0.246
H14 -4.7140 -6.4418 -2.4685  0.292
H15 -4.4743 -4.5959 -3.0848  0.243
H16 -4.9591 -3.9489 -0.7653  0.316
H17 -5.2079 -5.5418 -0.2994  0.246
C8 -1.4707 -1.4438 6.4344  -0.750
O5 -1.2729 -2.3266 5.3317  -0.360
C9 -1.6487 -1.8150 4.1325  0.779
O6 -2.1212 -0.7052 3.9425  -0.545
O7 -1.4077 -2.7521 3.1811  -0.332
C10 -1.7575 -2.3489 1.8584  0.178
H18 -1.1365 -1.9554 7.3411  0.227
H19 -0.8739 -0.5341 6.3124  0.326
H20 -2.5319 -1.1998 6.5480  0.349
H21 -1.1720 -1.4755 1.5535  -0.217
H22 -2.8301 -2.1411 1.7891  0.289
H23 -1.5225 -3.1740 1.1804  0.073
C11 -0.6849 1.1874 -0.1817  -0.001
O8 0.0245 2.3920 0.1004  -0.241
C12 -0.4520 3.0842 1.1658  0.756
O9 -1.3999 2.7618 1.8647  -0.598
O10 0.3089 4.1973 1.3189  -0.299
C13 -0.0801 5.0284 2.4109  -0.749
H24 -0.2188 0.7164 -1.0515  -0.252
H25 -0.6185 0.4935 0.6625  0.185
H26 -1.7301 1.4031 -0.4258  0.178
H27 0.0107 4.4880 3.3587  0.314
H28 -1.1011 5.3976 2.2704  0.275
H29 0.5956 5.8876 2.4390  0.267
C14 1.7520 -3.4688 5.8181  -0.356
O11 3.0250 -2.8316 5.7297  -0.290
C15 3.4504 -2.2707 6.8898  0.752
O12 2.8473 -2.2742 7.9515  -0.551
O13 4.6630 -1.7053 6.6638  -0.309
C16 5.2371 -1.0721 7.8057  -0.616
H30 1.5117 -3.8816 4.8345  0.228
H31 1.7816 -4.2920 6.5393  0.300
H32 0.9759 -2.7448 6.0866  0.085
H33 5.4061 -1.7996 8.6063  0.283
H34 4.6003 -0.2524 8.1537  0.285
H35 6.2039 -0.6551 7.5105  0.217
C17 2.4418 4.7228 -0.0132  -0.467
O14 3.2313 5.1543 -1.1198  -0.294
C18 3.7535 6.3991 -0.9815  0.750
O15 3.6010 7.1382 -0.0216  -0.558
O16 4.4748 6.6791 -2.0963  -0.318
C19 5.0875 7.9671 -2.0906  -0.617
H36 2.0755 3.7159 -0.2316  0.187
H37 3.0463 4.6791 0.8985  0.309
H38 1.5779 5.3810 0.1247  0.276
H39 5.7978 8.0530 -1.2620  0.282
H40 4.3293 8.7550 -2.0358  0.285
H41 5.6375 8.0838 -3.0284  0.218
C20 -1.8123 3.7163 -7.3709  -0.615
O17 -1.0204 2.6050 -6.9561  -0.325
C21 -1.3516 2.1069 -5.7381  0.707
O18 -2.2376 2.5248 -5.0092  -0.546
O19 -0.5262 1.0633 -5.4717  -0.297
C22 -0.7609 0.4363 -4.2123  -0.428
H42 -1.4607 4.0326 -8.3568  0.214
H43 -2.8653 3.4293 -7.4565  0.278
H44 -1.6934 4.5551 -6.6775  0.277
H45 -1.7719 0.0181 -4.1717  0.292
H46 -0.6000 1.1440 -3.3926  0.097
H47 -0.0453 -0.3834 -4.1043  0.433
C23 -5.4577 6.1753 -2.7195  -0.581
O20 -4.8714 6.1482 -1.4197  -0.331
C24 -4.6472 4.9012 -0.9340  0.775
O21 -4.9008 3.8525 -1.5059  -0.551
O22 -4.0920 5.0230 0.2981  -0.347
C25 -3.7995 3.7808 0.9353  -0.164
H48 -5.5921 7.2214 -3.0080  0.213
H49 -4.7972 5.6985 -3.4510  0.264
H50 -6.4400 5.6918 -2.7100  0.279
H51 -3.0727 3.2084 0.3500  -0.082
H52 -4.7155 3.2017 1.0909  0.364
H53 -3.3596 3.9977 1.9126  0.189

---

The following is a quantum chemistry calculation of C30H56N2O9Pb as an isolated structure in a non-equilibrium geometry, from the Open Molecules 2025 dataset.

HOMO energy: -5.6 eV
energy above the lowest of the compared OMol25 structures with the same formula, charge and spin: 194.99 kcal/mol
net charge: 0
calculated total energy: -2155.736639 Eh
LUMO energy: -1.9 eV
max |F|: 5.82 eV/A

Last column: Mulliken charge in e.
Atoms and positions in Å:
Pb1 -0.2377 1.1003 -0.4380  0.862
C1 4.6114 5.1572 -0.3294  -1.847
C2 3.6725 4.1313 0.2737  1.338
C3 3.8286 3.8677 1.8011  -1.183
C4 3.2806 4.9539 2.7635  -0.694
C5 1.8876 5.3173 2.4163  -1.063
C6 1.6220 5.6575 0.8716  1.231
N1 2.2275 4.5648 0.0881  0.602
O1 1.6319 4.3239 -1.2147  -0.647
C7 2.1846 7.0907 0.5979  -1.802
C8 0.0656 5.7741 0.6235  -1.583
C9 3.9906 2.7221 -0.4325  -1.572
H1 4.2960 5.5279 -1.3047  0.300
H2 5.5699 4.6637 -0.4907  0.507
H3 4.8229 5.9005 0.4393  0.394
H4 4.8848 3.7787 2.0553  0.355
H5 3.4236 2.8742 1.9939  0.514
H6 3.8412 5.8876 2.7174  0.296
H7 3.2781 4.5980 3.7938  0.394
H8 1.5099 6.0618 3.1172  0.390
H9 1.3141 4.4807 2.8153  0.425
H10 2.0427 7.5197 -0.3940  0.349
H11 3.1916 7.2593 0.9797  0.320
H12 1.5853 7.7805 1.1920  0.519
H13 -0.3420 6.7471 0.8980  0.368
H14 -0.4547 4.9306 1.0774  0.347
H15 -0.1956 5.7178 -0.4333  0.382
H16 3.2922 1.8971 -0.2917  0.267
H17 4.8895 2.2226 -0.0711  0.409
H18 4.1807 2.7820 -1.5042  0.327
C10 -4.6417 1.0861 -1.9105  -1.565
C11 -5.3863 0.0209 -0.9678  1.057
C12 -5.9217 -1.1310 -2.0787  -1.212
C13 -6.2833 -2.4794 -1.3575  -0.760
C14 -5.2054 -2.9211 -0.4958  -1.241
C15 -4.6412 -1.8842 0.5164  1.657
N2 -4.3823 -0.5209 -0.1096  0.496
O2 -3.9555 0.4529 0.8292  -0.737
C16 -3.2354 -2.3681 1.0700  -1.615
C17 -5.7090 -1.8537 1.6735  -1.770
C18 -6.5550 0.8596 -0.3731  -1.430
H19 -4.6396 2.1255 -1.5822  0.279
H20 -5.0482 1.1013 -2.9217  0.402
H21 -3.6078 0.8513 -2.1637  0.293
H22 -5.2818 -1.2117 -2.9574  0.516
H23 -6.8487 -0.7533 -2.5102  0.403
H24 -6.4831 -3.1616 -2.1838  0.371
H25 -7.2133 -2.3490 -0.8042  0.328
H26 -4.5649 -3.3424 -1.2706  0.377
H27 -5.5399 -3.8218 0.0190  0.442
H28 -2.5177 -1.9259 0.3790  0.272
H29 -3.2464 -3.4553 0.9933  0.382
H30 -2.9261 -2.0496 2.0655  0.349
H31 -6.7068 -1.6333 1.2941  0.334
H32 -5.4610 -1.0938 2.4146  0.375
H33 -5.7375 -2.8013 2.2114  0.457
H34 -6.1346 1.8222 -0.0822  0.362
H35 -6.9850 0.2723 0.4383  0.302
H36 -7.1958 0.9832 -1.2462  0.387
C19 0.5073 0.1367 -6.9347  -0.501
C20 -0.0487 -1.1836 -6.6920  -0.425
C21 -0.6716 -0.9936 -5.3147  -0.500
O3 -0.0857 0.1701 -4.7147  -0.303
C22 1.0306 0.4216 -5.4912  -0.560
H37 -0.2532 0.9119 -7.0286  0.281
H38 1.3131 0.1402 -7.6688  0.331
H39 0.8223 -1.8294 -6.5805  0.248
H40 -0.6043 -1.4528 -7.5903  0.308
H41 -0.7279 -1.8509 -4.6440  0.311
H42 -1.6958 -0.6214 -5.3360  0.233
H43 1.9195 -0.0613 -5.0855  0.293
H44 1.2928 1.4704 -5.3522  0.278
C23 1.3015 -2.9430 7.4826  -1.502
C24 2.1694 -2.3827 6.3983  0.579
C25 2.6336 -3.2973 5.2814  -0.382
O4 2.2737 -2.4845 4.1554  -0.287
C26 1.6302 -1.4403 4.4077  0.704
O5 1.2092 -0.5928 3.6360  -0.617
O6 1.4303 -1.3366 5.7651  -0.339
H45 0.3116 -3.2479 7.1431  0.368
H46 1.2102 -2.2498 8.3188  0.332
H47 1.6363 -3.8940 7.8969  0.400
H48 3.0786 -1.9817 6.8461  0.187
H49 2.0824 -4.2377 5.2801  0.279
H50 3.7157 -3.4281 5.2911  0.278
C27 4.4233 -6.4889 0.1545  -1.443
C28 3.9350 -5.9484 -1.1460  0.432
C29 2.5712 -6.4020 -1.5940  -0.386
O7 1.8151 -5.2407 -1.6582  -0.299
C30 2.6221 -4.1484 -1.4179  0.630
O8 2.2962 -2.9929 -1.2729  -0.530
O9 3.8296 -4.5925 -1.0217  -0.360
H51 4.6451 -7.5459 0.0077  0.384
H52 3.6911 -6.3776 0.9543  0.344
H53 5.2981 -5.8979 0.4258  0.366
H54 4.6255 -6.1322 -1.9692  0.279
H55 2.2604 -7.1658 -0.8812  0.289
H56 2.6652 -6.9172 -2.5500  0.287

---

The following is a quantum chemistry calculation of a 2-piece molecular cluster, C5H12N4 overall in a non-equilibrium geometry, from the Open Molecules 2025 dataset.

HOMO energy: -16.5 eV
energy above the lowest of the compared OMol25 structures with the same formula, charge and spin: 54.72 kcal/mol
net charge: +2
calculated total energy: -415.996367 Eh
LUMO energy: -6.6 eV
max |F|: 5.90 eV/A

Last column: Mulliken charge in e.
Atoms and positions in Å:
C1 1.4218 -0.6334 0.6852  -0.055
C2 0.3690 0.7341 2.5214  0.358
C3 0.6515 -0.4997 2.0128  -0.624
C4 -0.1520 3.0106 3.3541  -0.582
C5 1.3849 -0.1229 -2.4744  -0.286
N1 0.6803 -0.6461 -0.3544  -0.072
N2 0.2967 1.8183 2.9208  0.154
N3 0.9886 -0.9580 -1.6122  -0.470
N4 -2.1961 -2.0940 -3.5122  -0.538
H1 2.5158 -0.5387 0.9362  0.352
H2 -0.3641 -0.9829 1.7771  0.288
H3 1.0438 -1.1626 2.8499  0.395
H4 -0.2068 2.8562 4.4665  0.309
H5 -1.1672 3.0317 2.9198  0.321
H6 0.5111 3.8536 3.0519  0.289
H7 1.4607 0.8963 -2.3755  0.318
H8 1.5991 -0.4086 -3.4934  0.324
H9 -2.9445 -1.4311 -3.8137  0.404
H10 -2.1894 -3.0460 -3.8650  0.381
H11 -2.5137 -2.0124 -2.5227  0.394
H12 -1.1894 -1.6644 -3.4722  0.341

---

The following is a quantum chemistry calculation of one molecule with the formula C4H10OS in a non-equilibrium geometry, from the Open Molecules 2025 dataset.

SMILES: C[C@H](CO)CS
HOMO energy: -9.2 eV
energy above the lowest of the compared OMol25 structures with the same formula, charge and spin: 16.26 kcal/mol
net charge: 0
calculated total energy: -631.798774 Eh
LUMO energy: 0.8 eV
max |F|: 2.61 eV/A

Last column: Mulliken charge in e.
Atoms and positions in Å:
C1 1.1517 1.1700 -0.2505  -1.375
C2 0.0440 0.2980 0.4133  0.669
C3 0.5580 -1.1641 0.5701  -0.878
O1 1.1009 -1.7831 -0.6059  -0.509
C4 -1.0991 0.4111 -0.4795  -1.183
S1 -2.6346 -0.4912 -0.1515  -0.214
H1 2.0396 1.0056 0.4021  0.357
H2 1.4949 0.8654 -1.2513  0.313
H3 1.0436 2.2492 -0.1918  0.429
H4 -0.2464 0.6102 1.4793  0.275
H5 1.4248 -1.2859 1.2010  0.411
H6 -0.2578 -1.7457 0.9514  0.399
H7 0.3517 -1.7294 -1.2179  0.325
H8 -0.7447 0.1160 -1.4251  0.430
H9 -1.3361 1.4444 -0.5103  0.427
H10 -2.8906 0.0294 1.0666  0.124

---

The following is a quantum chemistry calculation of C4H2DyO5 as an isolated structure in a non-equilibrium geometry, from the Open Molecules 2025 dataset.

HOMO energy (alpha / beta): -27.7 / -27.6 eV
net charge: +3
calculated total energy: -1413.558242 Eh
multiplicity: 6
<S²>: 9.327
LUMO energy (alpha / beta): -16.1 / -15.8 eV
max |F|: 8.27 eV/A

Last column: Mulliken charge in e.
Atoms and positions in Å:
O1 2.6802 2.0528 0.6029  0.119
C1 1.8677 1.3421 0.2234  0.262
Dy1 -0.2087 0.2045 -0.2052  1.309
O2 1.4529 -2.5232 1.5512  0.098
C2 0.9608 -1.6947 0.9376  0.203
C3 0.5741 0.1945 -2.4511  0.225
O3 0.8719 0.2808 -3.5694  0.112
C4 -1.7487 -1.5023 -0.8331  0.227
O4 -2.5629 -2.2642 -1.1545  0.135
O5 -0.9284 1.3761 1.7589  -0.576
H1 -1.4598 1.9001 1.1450  0.440
H2 -1.4990 0.6334 1.9944  0.447

---

The following is a quantum chemistry calculation of C49H49AsN6O3P2S2Se2TeTi as an isolated structure in a non-equilibrium geometry, from the Open Molecules 2025 dataset.

HOMO energy (alpha / beta): -3.6 / -3.8 eV
energy above the lowest of the compared OMol25 structures with the same formula, charge and spin: 0.09 kcal/mol
net charge: -1
calculated total energy: -12086.276743 Eh
multiplicity: 2
<S²>: 0.765
LUMO energy (alpha / beta): 1.5 / 1.3 eV
max |F|: 1.94 eV/A

Last column: Mulliken charge in e.
Atoms and positions in Å:
Ti1 0.8786 -0.2309 -2.2153  -0.247
O1 2.0520 6.0359 -4.5917  -0.732
C1 2.5124 5.6386 -3.5080  0.325
O2 3.1546 6.2187 -2.6159  -0.727
C2 2.2685 4.1326 -3.2296  -0.620
C3 1.9057 3.2761 -4.2634  -1.050
C4 1.7490 1.9324 -3.9971  1.038
N1 1.8890 1.4438 -2.7571  0.809
C5 2.2963 2.2470 -1.7627  0.672
C6 2.4853 3.5989 -1.9658  -0.968
C7 2.6514 1.4975 -0.5291  0.356
C8 3.4129 2.0567 0.4875  -0.519
C9 3.8486 1.2429 1.5168  -0.895
C10 3.4903 -0.0944 1.5158  -1.346
C11 2.7161 -0.5667 0.4707  -1.044
N2 2.3097 0.2004 -0.5346  1.586
C12 1.4347 0.8811 -4.9960  0.196
C13 1.4878 1.0947 -6.3646  -0.834
C14 1.1737 0.0470 -7.2116  -0.695
C15 0.8092 -1.1738 -6.6665  -1.200
C16 0.7788 -1.3055 -5.2898  -0.779
N3 1.1054 -0.3108 -4.4690  1.182
H1 1.7469 3.7047 -5.2432  0.590
H2 2.8095 4.2715 -1.1837  0.639
H3 3.6680 3.1060 0.4520  0.485
H4 4.4657 1.6444 2.3094  0.593
H5 3.7871 -0.7617 2.3116  0.485
H6 2.3920 -1.5996 0.4401  0.977
H7 1.7698 2.0648 -6.7471  0.479
H8 1.2080 0.1836 -8.2848  0.425
H9 0.5375 -2.0137 -7.2903  0.492
H10 0.4617 -2.2223 -4.8072  0.713
Se1 -2.6674 4.1729 2.2761  -0.366
P1 -1.6756 2.3589 2.6866  0.018
C17 -0.3191 2.6867 3.8559  0.397
C18 1.0085 2.5678 3.4660  0.466
C19 2.0253 2.9513 4.3305  -0.375
C20 1.7224 3.4448 5.5890  -0.811
C21 0.3952 3.5846 5.9761  -0.767
C22 -0.6213 3.2231 5.1084  -0.296
C23 -2.8501 1.2226 3.4983  0.720
C24 -4.0512 0.9935 2.8256  -0.337
C25 -5.0821 0.3131 3.4464  -0.634
C26 -4.9341 -0.1362 4.7526  -0.767
C27 -3.7394 0.0694 5.4211  -0.944
C28 -2.6965 0.7398 4.7935  0.234
C29 -0.9822 1.5409 1.2195  0.626
C30 -0.5777 0.2869 0.7342  -0.695
N4 -0.2826 0.5068 -0.5757  1.930
N5 -0.4469 1.7964 -0.8472  0.187
N6 -0.8445 2.4391 0.2070  -0.942
P2 -0.4005 -1.4926 1.2176  0.221
Se2 -0.5553 -2.0883 -2.1992  -1.183
C31 0.4314 -1.5544 2.8542  0.084
C32 1.3502 -2.5914 3.0259  -0.816
C33 2.0517 -2.7340 4.2154  -0.677
C34 1.8508 -1.8295 5.2502  -0.778
C35 0.9264 -0.8048 5.0989  -0.808
C36 0.2191 -0.6858 3.9120  0.269
C37 -2.1180 -1.9552 1.6384  0.829
C38 -2.5196 -2.4797 2.8619  -0.587
C39 -3.8219 -2.9325 3.0344  -0.581
C40 -4.7343 -2.8610 1.9929  -0.967
C41 -4.3379 -2.3455 0.7651  -0.773
C42 -3.0370 -1.9084 0.5865  0.058
H11 1.2447 2.1716 2.4865  -0.140
H12 3.0574 2.8677 4.0194  0.352
H13 2.5182 3.7285 6.2662  0.399
H14 0.1524 3.9964 6.9475  0.411
H15 -1.6562 3.3794 5.3869  0.457
H16 -4.1831 1.3883 1.8251  0.332
H17 -6.0117 0.1481 2.9170  0.429
H18 -5.7479 -0.6565 5.2420  0.386
H19 -3.6144 -0.2842 6.4368  0.402
H20 -1.7704 0.8933 5.3296  0.254
H21 1.5068 -3.2950 2.2137  0.513
H22 2.7606 -3.5448 4.3325  0.386
H23 2.4081 -1.9277 6.1737  0.363
H24 0.7583 -0.0950 5.9011  0.419
H25 -0.5188 0.0857 3.8058  0.275
H26 -1.8150 -2.5591 3.6812  0.369
H27 -4.1225 -3.3403 3.9922  0.457
H28 -5.7487 -3.2131 2.1350  0.380
H29 -5.0347 -2.3118 -0.0637  0.385
H30 -2.6998 -1.5726 -0.3915  -0.234
Te1 -1.2672 -4.4980 -1.8617  -0.583
C43 4.9869 -2.3585 -1.4215  -0.790
C44 4.0046 -3.5177 -1.3704  -1.068
S1 2.2703 -3.0521 -1.8213  0.658
O3 2.4625 -1.6703 -2.4701  -0.140
C45 2.1085 -4.2174 -3.1940  -0.736
C46 3.0059 -3.8650 -4.3708  -1.009
H31 6.0083 -2.7426 -1.4138  0.463
H32 4.8728 -1.6878 -0.5701  0.045
H33 4.8429 -1.7700 -2.3256  0.190
H34 3.9123 -3.9267 -0.3629  0.505
H35 4.3259 -4.3225 -2.0281  0.582
H36 1.0476 -4.2086 -3.4447  0.125
H37 2.3295 -5.1911 -2.7546  0.503
H38 3.0281 -2.7856 -4.5231  0.168
H39 2.6182 -4.3263 -5.2796  0.418
H40 4.0328 -4.2062 -4.2311  0.303
C47 -3.4858 1.3499 -1.0207  -0.339
As1 -3.2670 0.7274 -2.8259  1.005
C48 -3.9855 -1.0575 -2.8935  -0.856
C49 -4.5585 1.7548 -3.8212  -1.229
S2 -1.4054 0.9240 -3.7540  -0.390
H41 -4.5547 1.4587 -0.8335  0.617
H42 -2.9785 2.3043 -0.8997  0.573
H43 -3.0616 0.6242 -0.3304  -0.815
H44 -4.8883 -1.1158 -2.2845  0.348
H45 -3.2370 -1.7778 -2.5539  -0.029
H46 -4.2213 -1.2694 -3.9361  0.453
H47 -5.5566 1.5912 -3.4144  0.378
H48 -4.5185 1.4255 -4.8576  0.377
H49 -4.2971 2.8093 -3.7660  0.362